[1]
DFT (ωB97M-V with the def2-TZVPD basis set) results for 11 unconnected molecules or ions with the total composition C58H143Br4N9.

LUMO   0.451 eV
E_HOMO   -8.1 eV
SMILES string   CCN(CC)CC.CCN(CC)CC.CCN(CC)CC.CCN(CC)CC.CCN(CC)CC.CCN(CC)CC.CCN(CC)CC.CCN(CC)CC.CCN(CC)CC.BrCCBr.BrCCBr
HOMO-LUMO gap   8.52 eV
Electronic energy   -356040.89477 eV

Structure (XYZ):
```
214
C58H143Br4N9 ωB97M-V with the def2-TZVPD basis set
C -13.24 -19.07 17.61
C -13.74 -19.34 16.21
N -14.11 -20.74 15.77
C -15.37 -21.13 16.40
C -15.99 -22.40 15.72
C -13.05 -21.69 15.95
C -11.78 -21.18 15.27
H -13.92 -19.32 18.45
H -13.08 -18.00 17.69
H -12.33 -19.63 17.89
H -14.69 -18.86 16.16
H -13.04 -18.92 15.45
H -15.47 -21.23 17.50
H -16.04 -20.26 16.14
H -15.47 -23.33 16.01
H -16.98 -22.56 16.14
H -15.97 -22.32 14.65
H -13.42 -22.68 15.56
H -12.85 -21.73 17.02
H -10.96 -21.88 15.23
H -11.33 -20.23 15.63
H -11.90 -20.93 14.23
C -24.75 -21.41 8.79
C -25.96 -20.84 9.54
N -26.38 -19.57 9.02
C -25.32 -18.54 8.98
C -24.60 -18.25 10.26
C -27.56 -19.15 9.82
C -28.24 -17.84 9.43
H -24.87 -21.40 7.75
H -24.60 -22.42 9.15
H -23.83 -20.81 8.91
H -26.77 -21.54 9.38
H -25.75 -20.83 10.64
H -24.59 -18.81 8.15
H -25.77 -17.62 8.61
H -25.36 -17.96 11.02
H -24.13 -19.13 10.70
H -23.99 -17.44 10.17
H -27.28 -19.15 10.90
H -28.35 -19.94 9.72
H -29.07 -17.75 10.09
H -28.58 -17.92 8.40
H -27.48 -17.09 9.57
C -20.78 -16.72 9.70
C -20.97 -16.59 8.19
N -20.12 -15.47 7.62
C -19.91 -15.68 6.17
C -19.17 -16.99 5.98
C -20.88 -14.25 7.87
C -19.95 -12.97 7.66
H -21.01 -15.81 10.31
H -19.71 -16.87 9.97
H -21.35 -17.61 10.11
H -20.70 -17.53 7.76
H -22.06 -16.50 7.95
H -20.88 -15.62 5.62
H -19.30 -14.81 5.83
H -18.46 -16.88 5.16
H -18.51 -17.15 6.82
H -19.88 -17.81 5.86
H -21.28 -14.26 8.91
H -21.76 -14.18 7.21
H -18.94 -13.21 7.97
H -20.21 -12.07 8.26
H -19.87 -12.72 6.62
C -17.38 -26.19 14.46
C -18.44 -26.99 15.27
N -17.93 -27.57 16.54
C -18.99 -27.46 17.62
C -20.14 -28.53 17.53
C -17.37 -28.88 16.31
C -16.36 -29.14 17.44
H -17.80 -25.61 13.60
H -16.52 -26.84 14.16
H -16.87 -25.41 15.09
H -19.19 -26.21 15.50
H -18.92 -27.72 14.65
H -19.31 -26.41 17.55
H -18.48 -27.50 18.58
H -20.64 -28.47 16.54
H -20.89 -28.34 18.33
H -19.72 -29.52 17.78
H -18.10 -29.67 16.23
H -16.88 -28.88 15.33
H -16.69 -28.73 18.38
H -16.22 -30.22 17.52
H -15.35 -28.76 17.27
C -16.50 -15.62 14.53
C -16.57 -14.87 13.19
N -17.54 -15.53 12.36
C -17.32 -15.16 10.92
C -16.33 -16.10 10.25
C -18.93 -15.42 12.69
C -19.62 -14.12 12.41
H -15.68 -15.23 15.23
H -16.28 -16.65 14.29
H -17.43 -15.58 15.10
H -16.69 -13.79 13.34
H -15.57 -15.03 12.72
H -18.28 -15.39 10.46
H -17.08 -14.07 10.76
H -15.31 -16.09 10.59
H -16.71 -17.12 10.27
H -16.24 -15.90 9.12
H -19.10 -15.68 13.72
H -19.38 -16.24 12.11
H -19.77 -13.81 11.38
H -19.15 -13.31 12.98
H -20.66 -14.25 12.73
C -26.50 -25.91 9.09
C -24.95 -25.77 9.27
N -24.37 -26.20 10.54
C -24.59 -27.65 10.60
C -24.07 -28.37 11.89
C -25.05 -25.47 11.64
C -24.96 -23.91 11.57
H -27.05 -25.69 10.01
H -26.71 -26.93 8.88
H -26.83 -25.30 8.29
H -24.38 -26.34 8.48
H -24.73 -24.70 9.06
H -25.67 -27.94 10.43
H -23.98 -28.04 9.82
H -24.35 -29.39 11.83
H -23.01 -28.21 12.07
H -24.55 -27.93 12.76
H -24.51 -25.69 12.56
H -26.07 -25.74 11.80
H -25.11 -23.53 12.59
H -25.66 -23.42 10.89
H -24.01 -23.58 11.27
C -24.99 -22.94 20.98
C -23.45 -23.22 20.91
N -22.90 -22.91 19.59
C -23.16 -21.58 19.09
C -22.54 -20.49 20.06
C -21.47 -23.33 19.57
C -20.77 -22.94 18.28
H -25.07 -21.82 21.04
H -25.36 -23.41 21.89
H -25.49 -23.26 20.08
H -23.03 -22.65 21.71
H -23.21 -24.26 21.11
H -22.73 -21.49 18.09
H -24.27 -21.46 19.00
H -21.46 -20.27 20.00
H -23.01 -19.49 19.84
H -22.76 -20.73 21.12
H -21.48 -24.39 19.71
H -20.88 -22.98 20.47
H -21.30 -23.25 17.34
H -19.76 -23.32 18.21
H -20.59 -21.86 18.21
C -14.85 -20.92 8.75
C -13.71 -20.44 9.64
N -14.05 -19.40 10.54
C -12.92 -18.45 10.78
C -11.61 -18.94 11.43
C -14.61 -19.91 11.74
C -15.17 -18.85 12.73
H -15.67 -21.34 9.30
H -14.51 -21.75 8.10
H -15.21 -20.12 8.10
H -13.23 -21.30 10.15
H -12.86 -20.12 9.03
H -13.34 -17.59 11.33
H -12.69 -18.16 9.76
H -10.86 -18.20 11.19
H -11.17 -19.78 10.91
H -11.69 -19.21 12.48
H -15.56 -20.44 11.40
H -13.97 -20.62 12.24
H -15.79 -18.11 12.29
H -15.75 -19.44 13.50
H -14.36 -18.44 13.29
C -19.69 -22.07 14.80
C -19.33 -22.35 13.26
N -19.70 -21.23 12.41
C -18.57 -20.25 12.34
C -18.88 -18.89 11.72
C -20.18 -21.68 11.10
C -21.61 -22.23 11.34
H -19.21 -22.87 15.32
H -20.79 -22.12 14.93
H -19.31 -21.11 15.08
H -18.30 -22.63 13.21
H -19.81 -23.21 12.84
H -18.15 -20.11 13.35
H -17.71 -20.64 11.73
H -17.96 -18.42 11.35
H -19.50 -18.91 10.84
H -19.37 -18.23 12.45
H -19.62 -22.49 10.68
H -20.27 -20.87 10.33
H -21.97 -22.86 10.58
H -22.30 -21.40 11.41
H -21.62 -22.83 12.27
Br -23.74 -20.93 15.20
C -23.45 -19.82 13.60
C -22.24 -18.98 13.57
Br -22.43 -17.39 14.64
H -24.31 -19.18 13.40
H -23.42 -20.47 12.75
H -22.04 -18.65 12.48
H -21.36 -19.48 14.00
Br -21.69 -25.50 13.35
C -20.61 -25.64 11.74
C -21.26 -26.56 10.76
Br -20.18 -26.34 9.07
H -19.53 -25.91 11.95
H -20.49 -24.62 11.35
H -22.27 -26.22 10.52
H -21.33 -27.66 11.03
```


[2]
DFT (ωB97M-V with the def2-TZVPD basis set) results for a single C3H6N2O molecule.

Relative energy (zero: lowest compared OMol25 entry of this formula, charge and spin)   5.547 eV
LUMO (spin up / spin down)   -0.889 / -0.879 eV
E_HOMO (spin up / spin down)   -8.8 / -9.1 eV
HOMO-LUMO gap (spin up / spin down)   7.93 / 8.20 eV
Electronic energy   -8231.15186 eV

Structure (XYZ):
```
12
C3H6N2O ωB97M-V with the def2-TZVPD basis set
C 1.24 -0.45 0.20
C 0.13 0.50 0.35
C -0.90 -0.69 -0.37
O 0.10 1.61 -0.49
N -0.35 0.68 1.60
N -1.43 -0.50 -1.48
H 0.99 1.99 -0.51
H -0.67 -0.20 1.98
H -1.08 0.33 -1.96
H 1.74 -0.78 1.10
H 1.43 -1.00 -0.72
H -1.21 -1.49 0.30
```


[3]
DFT (ωB97M-V with the def2-TZVPD basis set) results for a molecular structure, C24H38BrCl34N4O2.

LUMO   -4.101 eV
E_HOMO   -12.2 eV
HOMO-LUMO gap   8.07 eV
Electronic energy   -531352.94332 eV
Charge   +1

Structure (XYZ):
```
103
C24H38BrCl34N4O2 ωB97M-V with the def2-TZVPD basis set
C 1.10 -4.89 4.44
C 1.92 -5.38 3.16
C 2.72 -4.18 2.41
Br 3.66 -5.08 0.87
N 1.70 -3.19 1.93
C 1.96 -2.11 1.20
N 3.36 -1.79 0.82
N 3.61 -0.42 0.97
N 0.94 -1.17 0.71
C -0.24 -1.90 0.13
C -1.43 -0.97 -0.37
C -2.69 -1.98 -0.66
C -3.41 -2.43 0.72
O -4.30 -3.58 0.50
C -5.58 -3.13 0.05
C -6.58 -2.22 0.93
O -5.92 -3.50 -1.11
C 0.56 -0.16 1.74
C -0.35 -0.69 2.95
C -1.51 0.40 3.20
Cl 0.69 -0.67 4.49
H 1.72 -4.30 5.20
H 0.20 -4.27 4.07
H 0.63 -5.82 4.93
H 2.65 -6.23 3.42
H 1.15 -5.83 2.42
H 3.47 -3.73 3.15
H 0.72 -3.39 2.21
H 3.46 -2.02 -0.19
H 4.60 -0.22 1.14
H 3.25 0.05 0.13
H -0.67 -2.71 0.80
H 0.16 -2.45 -0.81
H -1.20 -0.39 -1.32
H -1.82 -0.23 0.40
H -3.47 -1.39 -1.24
H -2.30 -2.90 -1.23
H -2.68 -2.76 1.52
H -3.98 -1.53 1.17
H -7.66 -2.57 0.85
H -6.43 -1.15 0.56
H -6.17 -2.26 2.00
H 0.02 0.74 1.27
H 1.51 0.29 2.22
H -0.73 -1.76 2.85
H -1.89 0.21 4.28
H -2.36 0.35 2.44
H -1.09 1.47 3.23
C -0.89 2.57 -1.97
Cl 0.65 2.10 -1.24
Cl -2.20 2.51 -0.77
Cl -0.78 4.18 -2.68
H -1.13 1.86 -2.77
C 3.90 4.32 -1.34
Cl 5.64 4.63 -1.33
Cl 3.55 2.71 -0.70
Cl 3.04 5.56 -0.43
H 3.55 4.35 -2.38
C 5.57 5.25 -5.41
Cl 3.99 4.87 -4.68
Cl 5.46 5.19 -7.17
Cl 6.14 6.83 -4.87
H 6.28 4.50 -5.08
C -3.59 3.22 -6.04
Cl -2.60 2.06 -5.14
Cl -4.99 3.73 -5.08
Cl -2.62 4.62 -6.53
H -3.96 2.73 -6.94
C 3.38 -2.04 6.82
Cl 5.12 -1.73 6.78
Cl 3.05 -3.64 7.49
Cl 2.54 -0.79 7.75
H 3.00 -2.01 5.79
C -3.66 6.90 -2.00
Cl -2.11 7.74 -2.11
Cl -3.80 5.68 -3.27
Cl -3.86 6.16 -0.40
H -4.45 7.63 -2.14
C -1.49 -2.06 -4.73
Cl -0.08 -3.12 -4.70
Cl -2.96 -2.96 -4.30
Cl -1.26 -0.69 -3.63
H -1.61 -1.67 -5.74
C -0.64 -6.66 -6.75
Cl 1.10 -6.35 -6.76
Cl -0.98 -8.27 -6.10
Cl -1.49 -5.42 -5.82
H -1.00 -6.63 -7.77
C -7.48 2.56 -1.99
Cl -5.92 2.10 -1.28
Cl -8.77 2.48 -0.79
Cl -7.38 4.18 -2.70
H -7.71 1.85 -2.79
C 0.81 0.84 10.55
Cl 1.18 1.84 9.14
Cl 1.61 1.48 11.99
Cl -0.93 0.73 10.80
H 1.20 -0.17 10.37
C 9.73 5.54 -2.70
Cl 8.16 5.16 -1.97
Cl 9.63 5.48 -4.46
Cl 10.30 7.12 -2.16
H 10.45 4.79 -2.37
```


[4]
DFT (ωB97M-V with the def2-TZVPD basis set) results for a molecular structure, C26H33IrN7O.

LUMO (spin up / spin down)   -3.035 / -4.726 eV
E_HOMO (spin up / spin down)   -7.9 / -10.0 eV
Multiplicity   5
Expectation value of S²   6.092
HOMO-LUMO gap (spin up / spin down)   4.89 / 5.27 eV
Electronic energy   -42799.07513 eV
Charge   +1

Structure (XYZ):
```
68
C26H33IrN7O ωB97M-V with the def2-TZVPD basis set
Ir -0.56 -0.18 -0.21
C 2.86 -2.07 2.09
C 3.09 -2.05 0.56
C 1.85 -2.25 -0.50
N 1.35 -0.84 -0.84
C 1.49 -0.56 -2.24
C 2.61 -1.11 -2.88
C 3.25 -0.85 -4.04
C 2.68 -0.23 -5.20
C 1.61 0.61 -5.15
C 0.56 0.81 -4.08
C 0.51 0.41 -2.88
N -0.61 0.50 -2.09
C -1.78 1.36 -2.58
C -2.67 1.80 -1.48
C -3.42 0.80 -0.84
N -2.64 0.16 0.11
C -3.14 -0.86 0.90
C -4.46 -1.05 0.78
C -5.12 -2.39 0.93
C -4.75 -3.48 1.46
C -3.49 -3.53 2.42
C -2.58 -2.59 2.78
C -2.07 -1.45 1.94
N -0.79 -1.24 1.60
C 0.25 -1.93 2.63
C 1.63 -1.22 2.29
H 3.75 -1.58 2.52
H 2.76 -3.04 2.60
H 3.85 -2.77 0.38
H 3.60 -1.14 0.28
H 1.14 -2.71 0.18
H 2.10 -2.93 -1.32
H 3.12 -1.71 -2.14
H 4.27 -1.17 -4.23
H 3.31 -0.23 -6.15
H 1.44 1.16 -6.13
H -0.09 1.70 -4.12
H -2.42 0.88 -3.30
H -1.36 2.38 -2.93
H -3.31 2.46 -2.13
H -2.25 2.43 -0.66
H -4.02 -0.01 -1.32
H -4.34 1.38 -0.33
H -5.00 -0.10 0.53
H -5.81 -2.54 0.07
H -5.26 -4.39 1.40
H -3.38 -4.47 2.79
H -1.67 -3.05 3.26
H 0.47 -3.00 2.48
H 0.05 -1.81 3.70
H 1.73 -0.51 3.13
H 1.39 -0.58 1.34
C 2.63 4.32 2.01
N 1.50 3.47 1.80
C 0.39 3.49 2.68
C -0.52 2.41 2.04
O -1.62 2.17 2.44
N 0.12 1.86 0.96
C 1.32 2.54 0.87
N 2.24 2.30 -0.07
H 2.77 4.39 3.06
H 2.34 5.34 1.62
H 3.61 4.08 1.58
H -0.10 4.50 2.78
H 0.70 3.29 3.70
H 1.91 1.67 -0.73
H 2.99 2.95 -0.14
```


[5]
DFT (ωB97M-V with the def2-TZVPD basis set) results for a molecular structure, C20H24MoN4O3SSbSe4.

LUMO (spin up / spin down)   1.352 / 1.300 eV
E_HOMO (spin up / spin down)   -3.8 / -3.9 eV
HOMO-LUMO gap (spin up / spin down)   5.16 / 5.24 eV
Electronic energy   -313850.87414 eV
Charge   -1

Structure (XYZ):
```
58
C20H24MoN4O3SSbSe4 ωB97M-V with the def2-TZVPD basis set
Mo -0.12 -0.89 0.56
O 1.45 -1.39 1.12
C 2.42 -1.15 1.96
C 3.61 -1.87 1.94
C 4.62 -1.57 2.84
C 4.43 -0.57 3.79
C 3.26 0.16 3.82
C 2.22 -0.10 2.91
C 1.03 0.67 2.94
N 0.01 0.50 2.12
N -1.02 1.35 2.21
C -1.91 1.11 1.28
O -1.65 0.16 0.42
C -3.14 1.87 1.20
C -3.26 3.08 1.90
C -4.45 3.78 1.85
C -5.52 3.28 1.12
C -5.40 2.08 0.43
C -4.21 1.38 0.46
H 3.73 -2.65 1.20
H 5.54 -2.14 2.82
H 5.22 -0.35 4.50
H 3.11 0.94 4.56
H 0.95 1.49 3.66
H -2.42 3.44 2.46
H -4.55 4.71 2.39
H -6.45 3.83 1.09
H -6.24 1.69 -0.13
H -4.12 0.44 -0.06
Se -1.62 -5.90 -0.59
Sb -2.39 -3.64 -0.24
Se -0.76 -1.86 -1.49
Se -1.21 -2.53 1.92
Se -4.71 -3.05 -0.56
C 1.82 -4.19 -0.83
C 2.61 -3.04 -1.38
C 3.92 -3.39 -2.05
O 2.24 -1.89 -1.32
H 2.40 -5.09 -0.69
H 1.00 -4.41 -1.52
H 1.35 -3.89 0.12
H 3.78 -4.20 -2.76
H 4.62 -3.72 -1.28
H 4.32 -2.51 -2.54
C 0.17 3.62 -3.61
N 0.87 2.61 -2.84
C 0.27 1.74 -1.99
S 1.16 1.30 -0.64
N -0.96 1.29 -2.25
C -1.50 1.11 -3.58
H 0.79 4.51 -3.69
H -0.76 3.90 -3.11
H -0.06 3.27 -4.62
H 1.80 2.84 -2.52
H -1.40 0.72 -1.52
H -2.18 1.92 -3.85
H -2.04 0.16 -3.62
H -0.68 1.06 -4.30
```